The following is a quantum chemistry calculation of a molecular structure, C13H17Br15O4 at a distorted geometry, from OMol25.

Last column: Löwdin charge in e.
Geometry (Å):
O (-3.513, 0.345, -1.649)  0.100
C (-3.593, 0.328, -0.469)  -0.510
O (-4.704, 0.708, 0.177)  0.034
C (-4.505, 0.767, 1.622)  -0.106
C (-3.075, 0.250, 1.903)  -0.156
C (-2.531, -0.100, 0.514)  -0.124
H (-5.253, 0.120, 2.077)  0.119
H (-4.668, 1.800, 1.918)  0.120
H (-3.097, -0.575, 2.606)  0.067
H (-2.457, 1.038, 2.331)  0.093
H (-2.400, -1.178, 0.381)  0.056
H (-1.591, 0.389, 0.305)  0.041
O (-1.084, 0.717, 4.057)  0.129
C (0.018, 0.424, 3.791)  -0.536
O (0.443, 0.374, 2.494)  -0.051
C (1.874, 0.247, 2.448)  -0.188
C (2.271, -0.405, 3.776)  -0.140
C (1.160, 0.075, 4.714)  -0.068
H (2.305, 1.250, 2.366)  0.125
H (2.145, -0.331, 1.570)  0.037
H (3.279, -0.126, 4.062)  0.116
H (2.165, -1.488, 3.708)  0.085
H (1.448, 0.931, 5.326)  0.131
H (0.828, -0.698, 5.404)  0.127
C (1.104, 1.069, -1.726)  -1.616
Br (2.795, 0.479, -1.062)  0.588
Br (0.281, 2.445, -0.688)  0.684
Br (-0.058, -0.447, -1.974)  0.662
H (1.253, 1.449, -2.722)  -0.104
C (-3.041, -2.685, -3.398)  -1.673
Br (-1.447, -3.392, -4.199)  0.545
Br (-3.953, -4.027, -2.363)  0.560
Br (-4.185, -1.991, -4.756)  0.605
H (-2.743, -1.900, -2.720)  -0.080
C (3.532, -1.157, -5.676)  -1.658
Br (3.289, 0.430, -4.610)  0.566
Br (5.393, -1.541, -5.843)  0.595
Br (2.662, -1.033, -7.366)  0.599
H (3.038, -1.954, -5.148)  -0.030
C (-0.033, -2.558, 0.975)  -1.644
Br (-1.000, -3.456, -0.399)  0.595
Br (1.697, -3.329, 1.221)  0.643
Br (-1.059, -2.554, 2.584)  0.732
H (0.085, -1.532, 0.656)  -0.081
C (3.259, 4.544, -1.186)  -1.656
Br (4.583, 3.682, -0.090)  0.564
Br (3.064, 3.716, -2.900)  0.591
Br (3.684, 6.398, -1.403)  0.593
H (2.335, 4.480, -0.641)  -0.079

Results
2S+1: 1
Energy relative to the best compared isomer or geometry (same formula, charge and spin): 0.0 kcal per mole


The following is a quantum chemistry calculation of a molecular structure, C13H17CaIN2 at a distorted geometry, from OMol25.

Last column: Löwdin charge in e.
Geometry (Å):
C (0.255, -1.686, -3.021)  -0.343
C (1.087, 0.944, -2.607)  -0.306
H (0.567, -2.563, -2.240)  0.004
H (0.993, -1.625, -4.021)  0.042
H (-0.872, -2.023, -3.251)  -0.046
H (1.690, 1.194, -1.715)  -0.047
H (1.821, 0.642, -3.669)  0.081
H (0.308, 1.779, -2.839)  -0.028
Ca (-0.339, -0.268, -1.447)  0.750
C (-2.202, 1.468, -2.488)  -0.006
H (-1.866, 2.504, -2.527)  0.009
H (-2.975, 1.276, -1.735)  0.007
H (-2.400, 1.016, -3.466)  0.030
I (-2.663, -2.285, -0.953)  -0.265
C (-1.789, 2.784, 1.798)  -0.033
C (-1.332, 2.245, 3.013)  -0.032
C (-0.490, 1.140, 2.934)  -0.001
C (-0.154, 0.578, 1.690)  -0.189
N (-0.632, 1.091, 0.544)  0.012
C (-1.412, 2.172, 0.602)  -0.117
C (0.762, -0.614, 1.575)  -0.185
C (1.280, -1.234, 2.740)  0.008
C (2.109, -2.348, 2.587)  -0.030
C (2.433, -2.805, 1.288)  -0.021
C (1.900, -2.099, 0.200)  -0.117
N (1.084, -1.066, 0.353)  0.010
H (-2.443, 3.660, 1.778)  0.112
H (-1.619, 2.672, 3.962)  0.111
H (-0.092, 0.703, 3.848)  0.104
H (-1.768, 2.541, -0.377)  0.087
H (1.034, -0.864, 3.687)  0.079
H (2.502, -2.866, 3.457)  0.111
H (3.065, -3.662, 1.117)  0.104
H (2.158, -2.402, -0.816)  0.107

Results
2S+1: 1
Energy relative to the best compared isomer or geometry (same formula, charge and spin): 113.1 kcal per mole


The following is a quantum chemistry calculation of 2 unconnected molecules or ions with the total composition C13H17F3NO3S at a distorted geometry, from OMol25.

Last column: Löwdin charge in e.
Geometry (Å):
C (-1.296, -1.858, -0.233)  -0.129
C (-0.695, -0.560, -0.057)  -0.398
C (-1.336, 0.741, -0.195)  -0.116
N (0.663, -0.569, -0.174)  -0.468
O (1.313, 0.503, -0.191)  -0.118
O (1.204, -1.709, -0.212)  -0.136
H (-2.388, -1.785, -0.249)  0.059
H (-0.976, -2.333, -1.184)  0.073
H (-0.976, -2.542, 0.572)  0.067
H (-2.428, 0.609, -0.294)  0.065
H (-1.134, 1.394, 0.678)  0.050
H (-0.987, 1.292, -1.091)  0.072
C (-3.149, 2.782, 5.504)  -0.015
C (-2.335, 2.541, 4.233)  -0.566
C (-3.149, 1.611, 3.318)  -0.038
C (-2.105, 3.870, 3.525)  -0.163
C (-0.834, 4.388, 3.356)  -0.010
C (-0.617, 5.596, 2.684)  -0.066
C (-1.710, 6.307, 2.187)  -0.102
C (-3.012, 5.823, 2.367)  -0.083
C (-3.189, 4.619, 3.049)  -0.049
O (-1.031, 2.044, 4.599)  -0.468
S (-0.394, 0.570, 4.054)  1.096
C (1.037, 0.710, 5.159)  -0.789
F (0.557, 0.748, 6.441)  0.045
F (1.950, -0.301, 5.120)  0.091
F (1.721, 1.886, 4.942)  0.061
H (-4.122, 3.235, 5.242)  0.088
H (-3.330, 1.841, 6.038)  0.091
H (-2.599, 3.474, 6.151)  0.096
H (-4.061, 2.152, 2.990)  0.089
H (-2.594, 1.335, 2.405)  0.070
H (-3.468, 0.713, 3.871)  0.090
H (0.021, 3.857, 3.744)  0.108
H (0.410, 5.969, 2.554)  0.109
H (-1.573, 7.238, 1.656)  0.091
H (-3.894, 6.362, 1.988)  0.103
H (-4.195, 4.247, 3.218)  0.100

Results
Net charge: -1
2S+1: 1


The following is a quantum chemistry calculation of a molecular structure, C13H17HgI2N4O5S, from OMol25.

Last column: Löwdin charge in e.
Geometry (Å):
Hg (-1.692, 0.691, -1.878)  0.716
C (0.655, 0.842, 3.241)  -0.038
O (-0.422, 0.340, 2.445)  -0.015
C (-0.820, 0.977, 1.332)  -0.559
O (-1.706, 0.476, 0.669)  -0.049
N (-0.213, 2.170, 1.060)  0.030
N (-0.475, 2.751, -0.190)  0.009
H (0.789, 0.117, 4.036)  0.095
H (0.401, 1.810, 3.675)  0.100
H (1.578, 0.911, 2.664)  0.082
H (0.710, 2.333, 1.436)  0.115
H (0.342, 2.645, -0.795)  0.047
H (-0.689, 3.732, -0.062)  0.072
I (-3.987, -0.789, -1.759)  0.123
C (-2.899, 2.749, -2.141)  -0.743
I (-1.786, 4.201, -3.108)  0.818
H (-3.107, 3.022, -1.115)  -0.035
H (-3.752, 2.434, -2.729)  -0.051
S (0.129, -1.832, -0.985)  0.671
C (-0.523, -2.350, 0.483)  -0.752
N (-1.864, -2.292, 0.685)  0.035
C (-2.484, -2.612, 1.841)  -0.065
C (-1.773, -3.084, 2.897)  -0.063
C (-0.377, -3.218, 2.741)  -0.058
C (0.232, -2.866, 1.570)  -0.090
H (-2.417, -1.877, -0.067)  -0.061
H (-3.556, -2.477, 1.853)  0.133
H (-2.269, -3.335, 3.823)  0.105
H (0.217, -3.603, 3.560)  0.111
H (1.299, -2.956, 1.435)  0.102
O (2.931, 1.367, 0.472)  0.062
C (2.763, 0.788, -0.573)  -0.460
C (3.612, -0.369, -1.082)  -0.080
C (2.994, -0.688, -2.435)  -0.100
C (1.848, 0.282, -2.471)  -0.461
O (1.080, 0.248, -3.526)  0.027
N (1.735, 1.101, -1.483)  0.179
H (3.527, -1.193, -0.376)  0.118
H (4.657, -0.066, -1.125)  0.124
H (2.610, -1.703, -2.521)  0.101
H (3.654, -0.502, -3.283)  0.131
O (-0.654, 1.069, -4.646)  0.029
C (-0.295, 0.754, -3.568)  -0.456

Results
2S+1: 2
Expectation value of S²: 0.759
Energy relative to the best compared isomer or geometry (same formula, charge and spin): 28.9 kcal per mole


The following is a quantum chemistry calculation of a molecular structure, C13H17ILaN2OS at a distorted geometry, from OMol25.

Last column: Löwdin charge in e.
Geometry (Å):
C (4.283, -2.265, 0.588)  -0.079
O (3.233, -1.317, 0.139)  -0.253
C (3.786, 0.042, 0.008)  -0.170
C (2.845, 0.852, -1.111)  -0.282
C (2.001, 2.098, -0.460)  -0.170
C (0.440, 1.759, -0.085)  -0.101
C (-0.543, 0.730, -0.933)  0.081
C (-2.090, 0.518, -0.379)  0.030
C (-3.188, -0.521, -1.092)  -0.139
C (-3.608, -1.597, 0.073)  -0.312
C (-3.706, -3.158, -0.430)  -0.565
I (-2.460, -4.350, 0.987)  0.803
C (-2.684, 1.320, 0.963)  -0.151
N (-4.078, 1.252, 1.573)  -0.225
S (-4.104, 2.305, 2.968)  1.058
N (-2.454, 2.962, 2.978)  -0.202
C (-1.726, 2.355, 1.798)  -0.189
C (-0.201, 2.531, 1.222)  0.141
H (3.896, -2.743, 1.608)  0.131
H (5.330, -1.771, 0.765)  0.107
H (4.382, -3.106, -0.253)  0.124
H (3.759, 0.531, 1.071)  0.160
H (4.918, 0.049, -0.369)  0.145
H (3.630, 1.342, -1.864)  -0.172
H (2.189, 0.122, -1.750)  0.102
H (2.056, 3.039, -1.185)  0.117
H (2.543, 2.377, 0.565)  0.150
H (-0.122, 0.150, -1.869)  0.101
H (-2.793, -0.994, -2.087)  0.125
H (-4.108, 0.182, -1.385)  0.157
H (-2.781, -1.514, 0.931)  0.069
H (-4.622, -1.252, 0.557)  0.124
H (-3.388, -3.335, -1.545)  0.076
H (-4.821, -3.516, -0.200)  0.090
H (0.506, 3.287, 1.815)  0.145
La (3.679, 1.637, -3.613)  1.974

Results
Net charge: +3
2S+1: 1


The following is a quantum chemistry calculation of a molecular structure, C13H17IN2OTi at a distorted geometry, from OMol25.

Last column: Löwdin charge in e.
Geometry (Å):
C (3.554, 4.169, 1.318)  -0.178
C (4.737, 3.274, 0.947)  -0.173
H (3.237, 4.775, 0.468)  0.063
H (3.821, 4.861, 2.124)  0.063
H (2.701, 3.587, 1.649)  -0.017
H (4.438, 2.487, 0.266)  0.050
H (5.531, 3.848, 0.463)  0.059
H (5.169, 2.807, 1.831)  0.057
C (-2.852, 1.012, -0.490)  -0.116
C (-4.045, 0.914, -1.181)  -0.091
C (-4.295, -0.176, -1.995)  -0.099
C (-3.352, -1.153, -2.109)  -0.015
H (-2.575, 1.823, 0.164)  0.009
H (-4.777, 1.725, -1.060)  0.111
H (-5.238, -0.263, -2.548)  0.114
H (-3.496, -2.042, -2.742)  0.105
N (-1.842, 0.025, -0.572)  -0.074
C (-2.099, -1.083, -1.403)  -0.228
C (-1.095, -2.017, -1.458)  -0.261
N (0.034, -1.772, -0.709)  -0.053
C (1.120, -2.655, -0.690)  -0.091
C (-0.061, -4.101, -2.216)  -0.083
C (1.048, -3.808, -1.448)  -0.101
H (1.937, -2.358, -0.075)  0.097
H (1.919, -4.483, -1.411)  0.110
C (-1.115, -3.216, -2.218)  -0.007
H (-2.022, -3.398, -2.809)  0.106
H (-0.116, -5.015, -2.815)  0.114
Ti (-0.069, 0.021, 0.505)  0.734
I (-0.213, 2.393, 1.600)  0.404
C (-0.001, -0.005, 3.831)  -0.111
O (0.013, -0.152, 2.292)  -0.676
H (-0.924, 0.421, 4.173)  0.058
H (0.838, 0.574, 4.173)  0.058
H (0.088, -1.020, 4.144)  0.059

Results
2S+1: 3
Expectation value of S²: 2.020
Energy relative to the best compared isomer or geometry (same formula, charge and spin): 42.0 kcal per mole


Let's list energy in order: -39416.7017; -1590.2008; -1483.7249; -2247.7835; -1416.0010; -1837.4921 hartree.